Entry one
Here is C5H11N2O as an isolated structure from OMol25. Energies are from ωB97M-V/def2-TZVPD.

Properties
Net charge: -1
LUMO: 4.1629 eV

Each line ends with the natural charge from an NBO analysis.
Geometry (Å):
C: -1.9582 -0.7357 0.0635  -0.0282
O: -1.9982 -0.7494 -1.2518  -0.8044
C: -0.7175 0.2481 0.6441  -0.0299
C: 0.7085 -0.2520 0.3703  -0.4870
C: 1.2450 0.3524 -0.9915  0.2536
C: 2.6414 0.4324 -0.8081  -0.7623
N: 0.3505 0.4416 -1.9629  -0.9462
N: -0.8001 0.3337 2.1290  -0.8917
H: -1.9776 -1.7567 0.5529  0.1081
H: -2.9059 -0.3499 0.4930  0.1079
H: -0.9853 1.4358 0.0060  0.1738
H: 1.4421 0.0825 1.2652  0.2068
H: 0.6396 -1.2800 0.1157  0.2110
H: 3.4442 0.7890 -1.4780  0.1645
H: 3.0943 0.2443 0.1989  0.1636
H: -1.1444 -0.2324 -1.5900  0.5122
H: 0.7457 0.5694 -2.9139  0.3349
H: -0.2191 -0.2525 2.5909  0.3561
H: -1.6051 0.6794 2.5668  0.3574



Entry two
Here is an isolated ion of composition C5H11N2O and charge -1 from OMol25. Energies are from ωB97M-V/def2-TZVPD.

Properties
Net charge: -1
LUMO: 3.6683 eV

Each line ends with the natural charge from an NBO analysis.
Geometry (Å):
C: 1.5518 1.6962 -2.1730  -0.0901
N: 0.6590 2.2656 -1.4948  -0.3900
C: -0.2188 1.5335 -0.5868  -0.2579
C: 0.1539 -0.0024 -0.4364  -0.4415
C: -0.8170 -0.6572 0.5747  -0.0949
N: -0.6599 0.0944 1.8243  -0.8959
C: -0.3736 -2.2462 0.9445  -0.0207
O: -0.1195 -2.3965 2.2500  -0.9537
H: 2.1574 2.3219 -2.8320  0.1406
H: 1.7861 0.6311 -2.3045  0.1481
H: -0.0476 2.0007 0.4029  0.2347
H: -1.2503 1.6116 -0.8658  0.1909
H: 0.1225 -0.5574 -1.3848  0.1876
H: 1.1208 0.0578 0.0530  0.2014
H: -1.8717 -0.5424 0.2676  0.1452
H: 0.0305 -0.4078 2.3945  0.3915
H: -1.4679 -0.1342 2.3990  0.3461
H: -1.2561 -2.8785 0.6788  0.0822
H: 0.5004 -2.3902 0.2888  0.0762



Computed stability ranking, most favorable first: entry two, entry one



Entry one
Here is a 2-piece molecular cluster, C2H2N2O4 overall from OMol25. Energies are from ωB97M-V/def2-TZVPD.

Properties
Net charge: 0
LUMO: -1.1893 eV

Each line ends with the natural charge from an NBO analysis.
Geometry (Å):
C: -0.4916 -0.5851 0.1525  0.5745
C: 1.1271 1.0435 -0.2941  0.9619
H: -3.2911 -0.7695 1.7793  0.4127
H: 1.3458 -1.3268 1.1753  0.3872
N: -1.5136 -1.2507 0.5544  -0.2023
N: 0.8269 -1.2838 0.0975  -0.2935
O: -2.6148 -0.5032 0.4327  -0.4720
O: 1.8288 -0.1418 -0.4609  -0.3846
O: 1.4097 2.0872 -0.7091  -0.4914
O: -0.2564 0.6937 -0.0963  -0.4925



Entry two
Here is one molecule with the formula C2H2N2O4 from OMol25. Energies are from ωB97M-V/def2-TZVPD.

Properties
Net charge: 0
LUMO: 0.1361 eV

Each line ends with the natural charge from an NBO analysis.
Geometry (Å):
O: 0.1722 -1.8637 -1.6587  -0.5133
C: -0.0684 -1.0612 -0.8134  0.6850
N: -0.2209 -1.2963 0.5446  -0.5565
C: -0.3499 -0.0463 1.0373  0.8346
O: -0.5717 0.2946 2.3676  -0.6702
O: -0.2777 0.9735 0.2183  -0.3474
N: -0.2105 0.3692 -1.1094  0.0879
O: 0.8968 0.8468 -1.8383  -0.5034
H: -1.0650 1.0561 2.6235  0.5205
H: 1.6951 0.7273 -1.3715  0.4627



Entry three
Here is C2H2N2O4 as an isolated structure from OMol25. Energies are from ωB97M-V/def2-TZVPD.

Properties
Net charge: 0
LUMO: -0.5561 eV

Each line ends with the natural charge from an NBO analysis.
Geometry (Å):
C: 0.6714 0.1633 0.8453  0.3509
C: -0.2556 -0.6191 0.0950  0.4873
H: 2.0733 0.2876 1.9738  0.4921
H: -1.7518 -0.5825 -2.3488  0.5092
N: 0.9076 1.2194 0.2684  -0.1330
N: -0.5831 0.0833 -0.9960  0.0411
O: 0.9306 -0.2548 2.1362  -0.5770
O: 0.3641 1.3579 -0.9827  -0.1600
O: -1.9255 0.2166 -1.4483  -0.4649
O: -0.4309 -1.8716 0.4571  -0.5457



Computed stability ranking, most favorable first: entry two, entry one, entry three